1.
C4H6F2 | ωB97M-V with the def2-TZVPD basis set

```
12
Properties=species:S:1:pos:R:3:forces:R:3
C -1.1838 0.5926 -0.3524 -2.68 1.64 1.29
C -0.5466 -0.7234 0.1696 -3.16 0.53 2.34
C 0.9239 -0.6403 0.2605 1.50 -1.62 1.50
F 1.5042 -1.8757 0.6339 -0.47 1.61 -0.54
C 1.7283 0.4457 0.2363 -0.85 -4.46 0.34
F 1.1370 1.5162 -0.1272 -0.06 3.79 -0.75
H -0.8085 0.5247 -1.3374 -0.13 0.86 -1.51
H -0.9464 1.6690 0.0061 -0.66 -2.23 0.00
H -2.3732 0.4154 -0.3681 2.72 0.58 -0.06
H -1.0008 -1.1623 -0.6974 0.87 -2.25 -0.08
H -1.2182 -1.2148 1.1538 2.63 1.46 -2.53
H 2.7840 0.4530 0.4223 0.29 0.09 0.00
```
Forces are in eV/Å.

Values from the calculation:
* LUMO: 1.0 eV
* electronic energy: -9677.2582 eV
* charge: 0
* strongest force on any atom: 4.55 eV Å⁻¹
* SMILES: CC/C(F)=C\F
* orbital gap: 10.297 eV
* ΔE to the lowest compared entry with this formula, charge and spin: 241.5 kJ/mol

These are the Löwdin partial charges, in e, on atoms 1 to 6: number 1, C, carries -0.151; number 2, C, carries -0.203; number 3, C, carries -0.226; number 4, F, carries -0.018; number 5, C, carries -0.112; number 6, F, carries 0.043


2.
C4H6F2N2P2S | ωB97M-V with the def2-TZVPD basis set

```
17
Properties=species:S:1:pos:R:3:forces:R:3
C 1.2621 2.2833 0.2475 1.45 -2.56 2.16
C 0.4719 1.0833 -0.1182 -2.61 0.37 -0.30
N 0.8409 -0.0851 -0.0596 0.79 -0.96 0.42
N 0.3554 -1.3656 -0.2363 -0.33 1.19 0.65
C 1.5785 -2.1284 -0.3721 0.31 -0.07 1.55
P -1.0957 -2.3179 -0.1806 -1.42 1.59 0.26
C -2.5612 -1.4783 -0.0114 2.22 0.29 -0.17
P -2.5708 0.1836 0.1337 -0.19 0.22 0.50
F -2.7575 0.6338 1.6578 -0.21 -0.34 -1.22
F -3.8678 0.7664 -0.5563 0.70 -0.04 0.65
S -1.2329 1.7607 -0.4745 -0.68 -1.21 -0.33
H 1.2747 2.9369 -0.5709 0.99 1.01 -1.18
H 2.2078 1.9015 0.8202 -1.37 1.27 -1.62
H 0.5926 2.7200 0.9422 -0.16 0.95 1.14
H 1.2994 -3.1488 -0.2834 0.21 -1.16 0.05
H 1.8559 -1.9180 -1.3615 1.44 -0.04 -1.23
H 2.3466 -1.8272 0.4234 -1.14 -0.49 -1.33
```
Forces are in eV/Å.

Values from the calculation:
* LUMO: -0.4 eV
* electronic energy: -42071.0851 eV
* charge: 0
* strongest force on any atom: 3.65 eV Å⁻¹
* SMILES: CC1=NN(C)P=C=P(F)(F)S1
* orbital gap: 8.184 eV
* ΔE to the lowest compared entry with this formula, charge and spin: 16.4 kJ/mol

These are the Löwdin partial charges, in e, on atoms 1 to 6: number 1, C, carries -0.117; number 2, C, carries -0.648; number 3, N, carries 0.005; number 4, N, carries -0.450; number 5, C, carries -0.170; number 6, P, carries 0.898


3.
C4H6F2O | ωB97M-V with the def2-TZVPD basis set

```
13
Properties=species:S:1:pos:R:3:forces:R:3
C 1.3694 -0.3720 -0.8281 -1.06 -0.34 -1.58
C 0.3036 0.3685 -0.0544 -0.70 -3.24 0.28
F 0.3527 1.6899 -0.1496 0.17 2.10 -0.61
C -0.1306 -0.0443 1.3065 -0.51 -0.64 0.22
C -1.1432 -0.1922 0.2258 2.99 -0.18 -1.78
O -2.2116 0.5635 0.0953 -1.81 1.17 0.18
F -1.3154 -1.5050 -0.2595 -0.01 0.96 0.63
H 1.5432 0.2156 -1.7374 -0.69 -0.47 -0.53
H 1.0922 -1.4573 -1.0642 0.38 1.72 0.35
H 2.3677 -0.2891 -0.4761 0.75 -0.31 1.45
H 0.1901 -1.0031 1.6790 0.40 0.12 0.44
H -0.1900 0.8387 1.9168 -0.34 -0.20 0.71
H -2.2282 1.1868 -0.6540 0.44 -0.70 0.24
```
Forces are in eV/Å.

Values from the calculation:
* LUMO: 0.8 eV
* electronic energy: -11726.1231 eV
* charge: 0
* strongest force on any atom: 3.48 eV Å⁻¹
* SMILES: C[C@]1(F)C[C@]1(O)F
* orbital gap: 10.338 eV
* ΔE to the lowest compared entry with this formula, charge and spin: 149.1 kJ/mol

These are the Löwdin partial charges, in e, on atoms 1 to 6: number 1, C, carries 0.004; number 2, C, carries -0.450; number 3, F, carries 0.076; number 4, C, carries 0.039; number 5, C, carries -0.475; number 6, O, carries 0.118


4.
C4H6F2O | ωB97M-V with the def2-TZVPD basis set

```
13
Properties=species:S:1:pos:R:3:forces:R:3
C 0.2426 0.8315 -1.2594 -0.07 2.03 2.19
C -0.0153 0.5164 0.0394 -0.26 0.52 -1.20
C 3.8547 -0.1960 0.1761 0.97 -5.04 3.22
C -0.2274 -0.8455 0.5362 1.33 -0.71 1.14
O 3.0851 0.5868 -0.3898 -2.26 4.33 -3.03
F -0.1851 1.4401 1.0857 0.21 -0.66 -2.15
F 3.0681 -1.2635 0.7110 1.98 0.24 0.02
H 0.6279 0.2309 -2.0749 -0.62 -0.66 0.46
H 0.2338 1.9016 -1.4869 0.22 -0.24 0.06
H -0.8078 -1.4349 -0.1557 0.07 -0.28 -0.17
H -0.7252 -0.8067 1.5034 -0.12 -0.05 -0.06
H 0.7888 -1.2825 0.7368 -1.07 -0.12 -0.22
H 2.1811 0.2678 -0.2222 -0.37 0.62 -0.27
```
Forces are in eV/Å.

Values from the calculation:
* LUMO (spin up / spin down): 0.9 / -2.0 eV
* electronic energy: -11721.1988 eV
* charge: 0
* spin multiplicity: 3
* strongest force on any atom: 6.06 eV Å⁻¹
* orbital gap (spin up / spin down): 7.920 / 8.164 eV
* ΔE to the lowest compared entry with this formula, charge and spin: 94.6 kJ/mol

These are the Löwdin partial charges, in e, on atoms 1 to 6: number 1, C, carries 0.063; number 2, C, carries -0.385; number 3, C, carries -0.114; number 4, C, carries -0.037; number 5, O, carries 0.046; number 6, F, carries 0.012


5.
C4H6F2S | ωB97M-V with the def2-TZVPD basis set

```
13
Properties=species:S:1:pos:R:3:forces:R:3
C 1.1262 -0.2777 -1.4245 -0.67 -0.49 3.13
C -0.5860 0.3004 0.4070 3.00 1.56 -1.83
C 0.9223 0.2022 -0.0772 -0.47 2.32 3.69
C -1.2057 -0.8489 1.0306 1.01 -2.92 -3.50
F 1.5428 -0.4390 1.0029 -0.18 -1.25 -1.31
F 1.5731 1.4834 0.1333 -1.26 -0.65 -1.26
S -1.4537 1.7488 -0.0507 0.10 -0.52 0.00
H 1.3532 -1.2840 -1.4747 0.28 -1.88 -0.60
H 1.3606 0.4178 -2.1204 0.48 1.80 -2.24
H -0.5796 -1.4622 1.6675 0.38 0.25 0.05
H -1.5483 -1.5734 0.1427 0.45 1.17 1.80
H -2.0470 -0.5984 1.5262 -2.92 0.84 1.70
H -0.4579 2.3310 -0.7628 -0.21 -0.21 0.37
```
Forces are in eV/Å.

Values from the calculation:
* LUMO (spin up / spin down): 0.1 / -0.8 eV
* electronic energy: -20511.5840 eV
* charge: 0
* strongest force on any atom: 4.67 eV Å⁻¹
* orbital gap (spin up / spin down): 9.357 / 6.604 eV
* ΔE to the lowest compared entry with this formula, charge and spin: 324.5 kJ/mol

These are the Löwdin partial charges, in e, on atoms 1 to 6: number 1, C, carries 0.176; number 2, C, carries -0.554; number 3, C, carries -0.550; number 4, C, carries -0.126; number 5, F, carries 0.021; number 6, F, carries -0.041


6.
C4H6F3KO2 | ωB97M-V with the def2-TZVPD basis set

```
16
Properties=species:S:1:pos:R:3:forces:R:3
K 3.4130 -4.2399 4.5899 -0.21 0.33 -0.22
C 0.6445 0.5231 0.8518 -0.92 0.35 4.53
O -0.6185 0.2272 0.4266 -2.49 -0.78 -4.64
O 0.3935 0.2128 2.1932 3.45 -0.20 -1.03
C 1.8568 -0.1732 0.0435 -2.05 -0.91 2.80
F 2.2030 0.4624 -1.0788 0.15 -0.45 -0.24
F 2.9346 -0.3303 0.8240 1.17 1.23 0.16
F 1.5489 -1.4800 -0.1505 -0.53 -0.18 -1.64
C -1.0176 0.7599 -0.8693 -1.76 -0.61 0.88
C -2.4249 0.1890 -1.2876 1.92 -1.11 1.21
H -2.9345 -0.0256 -0.3483 -0.44 0.42 -0.07
H -2.9849 0.8246 -1.9737 0.14 -0.17 0.07
H -2.1790 -0.8033 -1.6657 -0.60 -0.06 -0.60
H -0.3021 0.4469 -1.6297 0.17 0.90 -0.15
H -1.2912 1.8018 -0.7028 1.23 0.59 -0.47
H 0.7586 1.6046 0.7775 0.77 0.64 -0.60
```
Forces are in eV/Å.

Values from the calculation:
* LUMO: -2.5 eV
* electronic energy: -32813.5208 eV
* charge: 0
* strongest force on any atom: 5.33 eV Å⁻¹
* orbital gap: 2.679 eV
* ΔE to the lowest compared entry with this formula, charge and spin: 409.6 kJ/mol

These are the Löwdin partial charges, in e, on atoms 1 to 6: number 1, K, carries 0.967; number 2, C, carries -0.529; number 3, O, carries -0.127; number 4, O, carries -0.283; number 5, C, carries -0.551; number 6, F, carries 0.128


7.
C4H6F3KO2 | ωB97M-V with the def2-TZVPD basis set

```
16
Properties=species:S:1:pos:R:3:forces:R:3
K 0.2325 1.0236 3.6106 0.76 -1.23 11.94
C 0.1099 0.1076 1.0822 0.44 4.40 0.58
O -0.1885 0.6188 -0.2167 0.67 -1.66 1.34
O 0.1461 1.3444 1.8527 -1.10 -2.06 -11.21
C -0.8670 -1.0334 1.6293 -0.07 -0.67 -0.73
F -2.0300 -1.0464 1.0439 -1.12 0.06 -1.91
F -0.3592 -2.3172 1.5470 0.34 1.07 -0.54
F -1.2297 -0.9507 2.9059 0.70 0.75 2.06
C 0.3831 -0.0861 -1.2978 -2.26 -1.27 -0.16
C 0.4111 0.8811 -2.3985 1.00 0.41 -1.72
H -0.5569 1.2939 -2.6823 0.00 0.13 0.56
H 1.1475 1.6519 -2.1710 -0.27 0.32 -0.09
H 0.7531 0.3890 -3.3090 0.21 -0.11 -0.12
H -0.3475 -0.8615 -1.5278 -0.12 -0.45 -0.41
H 1.2930 -0.6725 -1.1699 0.55 0.68 0.68
H 1.1025 -0.3425 1.1012 0.27 -0.37 -0.27
```
Forces are in eV/Å.

Values from the calculation:
* LUMO: -0.2 eV
* electronic energy: -32814.3079 eV
* charge: 0
* strongest force on any atom: 12.02 eV Å⁻¹
* orbital gap: 7.738 eV
* ΔE to the lowest compared entry with this formula, charge and spin: 333.7 kJ/mol

These are the Löwdin partial charges, in e, on atoms 1 to 6: number 1, K, carries 1.010; number 2, C, carries -0.353; number 3, O, carries -0.080; number 4, O, carries -0.612; number 5, C, carries -0.559; number 6, F, carries 0.182


8.
C4H6F4N2V | ωB97M-V with the def2-TZVPD basis set

```
17
Properties=species:S:1:pos:R:3:forces:R:3
V 23.6857 5.6119 -15.7401 -0.76 -0.34 0.43
F 22.8839 7.2698 -15.1275 0.34 -0.80 -0.47
F 24.4615 3.9379 -16.3606 -0.21 0.75 0.35
F 22.1449 4.6200 -15.0038 0.86 0.55 -0.56
F 25.2457 6.5970 -16.3169 -0.66 -0.51 0.14
C 26.7226 4.0143 -12.8059 0.24 0.01 0.02
C 25.5392 4.6761 -13.3281 0.52 -0.42 0.45
N 24.6396 5.2166 -13.7648 -0.33 0.36 -0.54
H 26.8814 4.2642 -11.7580 -0.04 0.11 -0.02
H 27.5778 4.3536 -13.3906 0.01 -0.02 0.06
H 26.6578 2.9318 -12.8869 -0.19 0.00 -0.13
C 20.9401 6.2244 -19.6136 0.41 0.39 -0.21
C 21.8411 5.9125 -18.5143 -1.04 -0.04 -0.90
N 22.5395 5.6331 -17.6694 1.06 0.18 1.27
H 19.9756 6.5808 -19.2654 -0.03 -0.09 0.17
H 20.8136 5.3603 -20.2602 -0.03 -0.06 0.03
H 21.4123 7.0268 -20.1853 -0.15 -0.07 -0.10
```
Forces are in eV/Å.

Values from the calculation:
* LUMO (spin up / spin down): 3.0 / 3.0 eV
* electronic energy: -43788.5392 eV
* charge: -1
* spin multiplicity: 3
* strongest force on any atom: 1.66 eV Å⁻¹
* orbital gap (spin up / spin down): 7.002 / 8.819 eV
* ΔE to the lowest compared entry with this formula, charge and spin: 0.0 kJ/mol

These are the Löwdin partial charges, in e, on atoms 1 to 6: number 1, V, carries 0.944; number 2, F, carries -0.580; number 3, F, carries -0.577; number 4, F, carries -0.586; number 5, F, carries -0.576; number 6, C, carries -0.047


9.
C4H6FN | ωB97M-V with the def2-TZVPD basis set

```
12
Properties=species:S:1:pos:R:3:forces:R:3
N -0.4371 2.5165 -0.0740 -0.45 0.55 0.08
C 0.0110 1.5458 -0.4776 0.11 -0.78 0.00
C 0.7527 0.3335 -0.8792 0.38 1.39 -0.62
C -0.0410 -0.9535 -0.8271 0.16 -1.82 -0.07
C -0.6480 -1.3279 0.5239 0.06 -0.07 0.38
F 0.2984 -1.1360 1.5564 -0.39 0.09 -0.59
H 1.0284 0.5404 -1.9556 0.24 -0.39 1.22
H 1.6188 0.4250 -0.1846 -0.24 -0.79 -0.80
H 0.5669 -1.8535 -1.1343 -0.05 1.21 0.25
H -0.8153 -0.9313 -1.6042 -0.15 0.15 0.36
H -0.9194 -2.3870 0.5741 0.10 0.10 -0.27
H -1.5529 -0.7722 0.7744 0.23 0.35 0.05
```
Forces are in eV/Å.

Values from the calculation:
* LUMO: 0.7 eV
* electronic energy: -8452.2265 eV
* charge: 0
* strongest force on any atom: 1.83 eV Å⁻¹
* SMILES: N#CCCCF
* orbital gap: 12.450 eV
* ΔE to the lowest compared entry with this formula, charge and spin: 10.4 kJ/mol

These are the Löwdin partial charges, in e, on atoms 1 to 6: number 1, N, carries 0.142; number 2, C, carries -0.247; number 3, C, carries -0.187; number 4, C, carries -0.195; number 5, C, carries -0.191; number 6, F, carries -0.071